Entry w
The molecule C2F2O2, computed with the ωB97M-V functional and the def2-TZVPD basis.

Positions of all 6 atoms, in Å:
O 0.104 -1.629 -0.788
C -0.284 -0.723 -0.140
F -1.454 -0.748 0.496
C 0.403 0.576 0.065
O -0.347 1.714 0.757
F 1.578 0.811 -0.390

Properties
Kohn-Sham gap (spin up / spin down) (eV): 9.202 / 9.200
LUMO energy (spin up / spin down) (eV): -2.5 / -2.5

Entry x
A 2-piece molecular cluster, C2F2O2 overall, computed with the ωB97M-V functional and the def2-TZVPD basis.

Positions of all 6 atoms, in Å:
C 0.011 -1.298 -0.649
C 0.162 1.231 0.888
O 0.318 -1.255 -1.790
O -0.737 1.588 1.580
F -0.661 -2.261 -0.048
F 0.906 1.995 0.019

Properties
Kohn-Sham gap (spin up / spin down) (eV): 8.783 / 8.903
LUMO energy (spin up / spin down) (eV): -1.8 / -1.8

On energetic grounds, entry w is preferred over the next structure by 85.6 kJ/mol.

Entry w
An isolated ion of composition CH6NOSi and charge -1, computed with the ωB97M-V functional and the def2-TZVPD basis.

Positions of all 10 atoms, in Å:
C 0.328 -0.780 -0.894
N 0.777 1.134 1.339
O -0.445 0.515 1.776
Si -0.526 0.586 0.109
H 0.220 -1.584 -0.155
H -0.378 -0.834 -1.798
H 1.382 -0.631 -1.348
H 1.442 0.122 1.701
H -0.922 1.660 -0.732
H -1.878 -0.187 0.001

Properties
Kohn-Sham gap (eV): 7.172
LUMO energy (eV): 4.6
Total charge: -1

Entry x
An isolated ion of composition CH6NOSi and charge -1, computed with the ωB97M-V functional and the def2-TZVPD basis.

Positions of all 10 atoms, in Å:
N -1.054 1.228 -0.173
C -0.773 -0.206 0.130
Si 1.156 -0.544 0.001
O 2.095 0.605 0.343
H -0.491 1.429 -0.918
H -0.619 1.847 0.614
H -1.347 -0.855 -0.521
H -1.198 -0.477 1.091
H 1.258 -1.993 0.931
H 0.973 -1.034 -1.498

Properties
Kohn-Sham gap (eV): 8.571
LUMO energy (eV): 4.7
Total charge: -1

On energetic grounds, entry x is preferred over the next structure by 275.5 kJ/mol.

Entry w
The molecule C2H4ClOP, computed with the ωB97M-V functional and the def2-TZVPD basis.

Positions of all 9 atoms, in Å:
C -0.454 0.090 1.068
C -0.270 0.030 -0.416
O 1.519 0.625 -2.427
P 1.643 0.363 -1.004
Cl 0.167 -1.682 -0.635
H 0.433 0.146 1.565
H -1.004 0.962 1.558
H -1.074 -0.762 1.416
H -0.959 0.229 -1.126

Properties
Kohn-Sham gap (eV): 9.089
LUMO energy (eV): -0.2

Entry x
The molecule C2H4ClOP, computed with the ωB97M-V functional and the def2-TZVPD basis.

Positions of all 9 atoms, in Å:
O -2.060 1.110 0.292
P -1.928 -0.324 0.293
C -0.124 -0.788 -0.045
C 0.706 0.564 -0.051
Cl 2.350 0.142 0.327
H -0.247 -1.408 -1.074
H 0.288 -1.533 0.590
H 0.230 1.288 0.653
H 0.786 0.949 -0.983

Properties
Kohn-Sham gap (eV): 8.717
LUMO energy (eV): -0.6

Entry y
The molecule C2H4ClOP, computed with the ωB97M-V functional and the def2-TZVPD basis.

Positions of all 9 atoms, in Å:
C 0.796 -0.161 0.130
C -0.364 0.241 -0.772
O 0.497 0.661 1.264
P -1.032 0.899 0.869
Cl -1.856 -1.229 1.140
H 1.059 -1.265 0.292
H 1.891 0.248 -0.245
H 0.001 1.028 -1.350
H -0.993 -0.422 -1.327

Properties
Kohn-Sham gap (eV): 10.290
LUMO energy (eV): 0.3

On energetic grounds, entry y is preferred over the next structure by 31.8 kJ/mol.

Entry w
The molecule C2H4ClOP, computed with the ωB97M-V functional and the def2-TZVPD basis.

Positions of all 9 atoms, in Å:
C 1.035 0.201 -1.200
O 0.366 -0.817 -0.550
C -0.582 -0.215 0.792
P -1.798 -1.216 1.298
Cl -2.514 -0.063 2.794
H 0.364 0.810 -1.819
H 1.754 -0.306 -1.852
H 1.590 0.853 -0.516
H -0.213 0.752 1.054

Properties
Kohn-Sham gap (eV): 9.217
LUMO energy (eV): -0.1

Entry x
The molecule C2H4ClOP, computed with the ωB97M-V functional and the def2-TZVPD basis.

Positions of all 9 atoms, in Å:
C -0.047 0.848 0.148
C -0.658 -0.501 -0.253
O -1.003 1.892 0.090
P -2.359 0.014 -1.008
Cl -3.512 -0.103 0.547
H 0.292 0.934 1.256
H 0.751 1.025 -0.726
H 0.068 -1.081 -0.833
H -0.931 -1.228 0.533

Properties
Kohn-Sham gap (spin up / spin down) (eV): 8.667 / 6.900
LUMO energy (spin up / spin down) (eV): -1.3 / -1.5

Entry y
The molecule C2H4ClOP, computed with the ωB97M-V functional and the def2-TZVPD basis.

Positions of all 9 atoms, in Å:
C 0.255 -1.690 -0.417
C -0.074 -0.611 0.202
P 0.276 1.141 -0.493
O 0.278 1.878 0.977
Cl -1.751 1.426 -1.258
H 0.053 -2.518 0.220
H 0.540 -1.669 -1.396
H -0.414 -0.609 1.187
H 0.836 2.652 0.978

Properties
Kohn-Sham gap (eV): 10.207
LUMO energy (eV): 0.6

On energetic grounds, entry y is preferred over the next structure by 227.8 kJ/mol.

Entry w
An isolated ion of composition C8H12N and charge +1, computed with the ωB97M-V functional and the def2-TZVPD basis.

Positions of all 21 atoms, in Å:
C -2.123 -1.639 0.536
C -0.938 -1.715 0.056
C -2.423 -0.250 0.761
C -1.626 0.659 0.199
C -1.236 1.955 -0.118
C 2.204 -1.193 -0.973
C 1.149 0.004 1.162
C 1.024 -0.362 -0.376
N -0.294 -0.784 -0.676
H -3.391 0.031 1.341
H -2.092 2.651 -0.240
H -0.851 2.079 -1.133
H -0.568 2.414 0.578
H 3.050 -0.846 -0.362
H 1.859 -2.242 -0.850
H 2.322 -0.962 -2.020
H 1.887 0.764 1.299
H 1.329 -0.885 1.795
H 0.176 0.354 1.551
H 1.133 0.563 -0.919
H -0.592 -0.596 -1.612

Properties
Kohn-Sham gap (spin up / spin down) (eV): 8.030 / 7.318
LUMO energy (spin up / spin down) (eV): -6.0 / -6.2
Total charge: +1

Entry x
An isolated ion of composition C8H12N and charge +1, computed with the ωB97M-V functional and the def2-TZVPD basis.

Positions of all 21 atoms, in Å:
C -1.702 -2.234 -0.422
C -1.378 -1.112 0.292
N 0.003 -0.581 0.156
C 1.078 -1.330 0.184
C 2.380 -0.708 -0.047
C 1.940 0.776 -0.192
C 0.450 0.828 -0.013
C -0.334 1.899 -0.048
C -1.829 1.892 0.062
H -0.894 -2.645 -0.919
H -2.699 -2.737 -0.353
H -1.958 -0.671 1.071
H 1.060 -2.390 0.392
H 2.929 -0.917 0.922
H 2.967 -1.046 -0.850
H 2.452 1.458 0.525
H 1.947 0.939 -1.292
H 0.152 2.911 -0.043
H -2.275 2.589 -0.672
H -2.146 0.818 0.102
H -2.145 2.262 1.147

Properties
Kohn-Sham gap (eV): 8.664
LUMO energy (eV): -4.6
Total charge: +1

On energetic grounds, entry x is preferred over the next structure by 528.2 kJ/mol.

Entry w
A 2-piece molecular cluster, C6H14O3 overall, computed with the ωB97M-V functional and the def2-TZVPD basis.

Positions of all 23 atoms, in Å:
C 1.073 0.646 0.467
C 0.621 0.935 1.858
C 1.216 1.821 -0.423
C 1.907 -0.565 0.294
O -1.144 -0.163 0.263
O -1.713 -1.002 1.310
H -2.587 -0.600 1.412
H 0.266 0.046 2.374
H -0.148 1.704 1.885
H 1.502 1.318 2.395
H 1.811 2.577 0.111
H 0.236 2.258 -0.617
H 1.672 1.569 -1.374
H 2.264 -0.677 -0.723
H 1.343 -1.457 0.579
H 2.747 -0.499 1.001
C -2.197 -1.181 -1.732
C -0.850 -0.947 -1.054
O -0.022 -0.156 -1.649
H -0.451 -1.909 -0.659
H -2.625 -0.220 -2.018
H -2.880 -1.717 -1.069
H -2.040 -1.780 -2.631

Properties
Kohn-Sham gap (spin up / spin down) (eV): 7.462 / 7.464
LUMO energy (spin up / spin down) (eV): -0.6 / -0.6

Entry x
A 2-piece molecular cluster, C6H14O3 overall, computed with the ωB97M-V functional and the def2-TZVPD basis.

Positions of all 23 atoms, in Å:
C 1.826 0.580 -2.567
C 2.014 -0.323 -1.365
O 2.354 0.437 -0.211
C 3.537 1.184 -0.470
C 3.349 2.088 -1.671
O 3.009 1.328 -2.825
H 0.974 1.266 -2.394
H 1.606 -0.006 -3.480
H 2.804 -1.070 -1.575
H 1.083 -0.875 -1.129
H 3.757 1.771 0.443
H 4.389 0.499 -0.643
H 2.559 2.835 -1.462
H 4.279 2.639 -1.908
C -3.762 -2.288 2.951
O -4.424 -1.917 1.758
C -4.608 -0.516 1.707
H -3.643 -3.384 2.942
H -4.343 -2.004 3.844
H -2.762 -1.826 3.020
H -5.226 -0.157 2.547
H -3.645 0.021 1.724
H -5.126 -0.280 0.763

Properties
Kohn-Sham gap (eV): 10.271
LUMO energy (eV): 0.8

Entry y
A 3-piece molecular cluster, C6H14O3 overall, computed with the ωB97M-V functional and the def2-TZVPD basis.

Positions of all 23 atoms, in Å:
C -0.554 0.125 2.769
C -0.508 1.007 1.771
C 0.008 2.465 1.743
C -0.938 0.588 0.366
C -0.356 0.290 -0.778
C -1.262 0.135 -2.010
O -0.592 -0.330 -3.189
H -0.324 0.115 3.823
H -0.645 -1.009 2.566
H -0.584 3.060 1.070
H 1.032 2.588 1.379
H 0.132 2.872 2.868
H -2.025 0.584 0.521
H 0.635 0.364 -1.107
H -1.389 1.129 -2.371
H -2.238 -0.283 -1.776
H -0.815 -1.217 -3.549
O 1.304 -3.005 -0.788
H 0.712 -2.332 -0.757
H 1.050 -3.745 -0.350
O 2.170 -0.320 0.629
H 1.707 0.114 1.337
H 1.589 -0.606 -0.007

Properties
Kohn-Sham gap (eV): 10.407
LUMO energy (eV): 0.6

On energetic grounds, entry x is preferred over the next structure by 181.5 kJ/mol.